(1)
Here is a structure of composition C31H32N8O6PbS3 from OMol25. Energies are from ωB97M-V with the def2-TZVPD basis set.

```
81
Properties=species:S:1:pos:R:3
Pb 0.2363 0.1258 -0.1868
O 4.3446 -1.2103 0.2216
C 4.4261 -2.4376 -0.3217
C 5.3307 -3.3211 0.2855
C 5.4960 -4.5972 -0.2002
C 4.7620 -5.0212 -1.3025
C 3.8656 -4.1776 -1.9019
C 3.6908 -2.8677 -1.4270
C 2.7311 -1.9457 -2.0733
O 2.5687 -0.8100 -1.6239
N 2.1044 -2.4859 -3.1425
N 1.1949 -1.8064 -3.8236
C 0.5553 -2.2247 -4.8752
C -0.3864 -1.2385 -5.2774
C -1.3433 -1.1357 -6.2989
C -2.1045 0.0246 -6.3104
C -1.9161 1.0430 -5.3542
C -0.9730 0.9499 -4.3434
C -0.2306 -0.2317 -4.3586
O 0.7349 -0.5421 -3.4402
H 3.6274 -0.7503 -0.2774
H 5.9126 -2.9879 1.1324
H 6.1943 -5.2658 0.2797
H 4.8960 -6.0248 -1.6797
H 3.2779 -4.5098 -2.7440
H 0.8131 -3.1959 -5.2696
H -1.4752 -1.8921 -7.0583
H -2.8506 0.1988 -7.0686
H -2.5309 1.9260 -5.4124
H -0.8308 1.7309 -3.6123
N -1.2193 -0.9348 1.6035
C -1.5472 -2.3448 1.4204
C -2.6193 -2.6179 0.3732
C -2.2304 -2.4219 -1.0889
N -2.0096 -1.0286 -1.4576
H -0.4718 -0.8486 2.2774
H -2.0198 -0.3959 1.9019
H -1.8419 -2.8018 2.3790
H -0.6315 -2.8604 1.1706
H -3.5083 -2.0049 0.6146
H -2.9387 -3.6541 0.4803
H -3.0015 -2.9001 -1.7146
H -1.3097 -2.9817 -1.2918
H -2.6502 -0.3791 -1.0037
H -2.0806 -0.8876 -2.4612
O 1.6294 -0.9736 1.6214
N 2.4084 -0.2563 2.3903
C 3.3648 -0.9021 3.1060
C 4.2278 -0.2389 3.9412
C 4.1042 1.1425 4.0383
C 3.1246 1.7974 3.3281
C 2.2359 1.0988 2.4984
S 0.9398 1.9501 1.7142
H 3.3979 -1.9673 2.9189
H 4.9986 -0.7807 4.4567
H 4.7681 1.7118 4.6670
H 3.0245 2.8661 3.3699
N -2.3656 4.8323 5.8493
C -2.7231 4.0572 4.7328
C -3.2769 4.6479 3.5954
C -3.6142 3.8888 2.4963
C -3.3693 2.5230 2.4896
C -2.8026 1.9319 3.5923
C -2.4869 2.6892 4.7102
S -3.7070 1.5514 1.0470
O -3.9852 0.2145 1.5344
O -4.7244 2.2475 0.2973
N -2.3330 1.4575 0.2468
C -1.8869 2.4328 -0.5851
S -2.6393 3.9328 -1.0102
C -1.2580 4.3782 -1.9626
C -0.3443 3.3939 -1.8708
N -0.7094 2.2996 -1.1471
H -2.8956 5.6853 5.9345
H -2.3746 4.3206 6.7121
H -3.4536 5.7113 3.5540
H -4.0685 4.3300 1.6297
H -2.6141 0.8680 3.5982
H -2.0276 2.2190 5.5770
H -1.2361 5.3137 -2.4976
H 0.6306 3.3688 -2.3120
```

Results
Total energy ... -3477.36494 a.u.
E_LUMO ... -0.746 eV
ΔE to the lowest compared entry with this formula, charge and spin ... 0.0 kJ/mol
Highest occupied orbital energy ... -7.45 eV

Mulliken atomic charge list, values in e, 6 entries:
1 Pb 1.599
2 O -0.615
3 C 0.147
4 C -0.569
5 C -0.463
6 C -0.769

(2)
Here is the ion C2H7NO3P with charge -1 from OMol25. Energies are from ωB97M-V with the def2-TZVPD basis set.

```
14
Properties=species:S:1:pos:R:3
C -1.0015 0.3354 -1.1807
O -0.9651 -0.4434 -0.0791
C 0.2517 -1.1262 -0.0658
P 2.0559 0.0658 0.0715
N 2.3821 0.2568 1.6343
O 1.7464 1.3728 -0.6002
O 3.0342 -0.8255 -0.7519
H -1.4587 -0.3001 -1.9973
H 0.0640 0.7818 -1.3950
H -1.7735 1.1773 -1.0625
H 0.2253 -1.7832 -0.9143
H 0.2579 -1.9112 0.7184
H 2.3293 -0.4406 2.2893
H 2.0831 1.0956 1.9856
```

Results
SMILES string ... COC[P@](N)(=O)[O-]
Net charge ... -1
Total energy ... -702.30180 a.u.
E_LUMO ... 4.008 eV
ΔE to the lowest compared entry with this formula, charge and spin ... 203.9 kJ/mol
Highest occupied orbital energy ... -3.98 eV

Mulliken atomic charge list, values in e, 6 entries:
1 C -0.505
2 O -0.384
3 C -0.763
4 P 0.846
5 N -0.474
6 O -0.773

(3)
Here is the molecule C2H5N5 from OMol25. Energies are from ωB97M-V with the def2-TZVPD basis set.

```
12
Properties=species:S:1:pos:R:3
C -1.8117 1.7031 -0.2692
N -0.6312 1.1603 -0.9490
C -0.0191 0.2337 -0.3434
N 1.0451 -0.5033 -0.9120
N 1.4853 -1.3218 -0.0900
N 0.8367 -1.2049 1.1495
N -0.2910 -0.3384 0.9281
H -1.5149 2.4213 0.4976
H -2.3946 2.2199 -1.0007
H -2.3942 0.8920 0.2186
H 0.5273 -2.0994 1.4350
H -0.3535 0.4027 1.6387
```

Results
SMILES string ... C/N=c1/nn[nH][nH]1
Total energy ... -352.90077 a.u.
E_LUMO ... 0.312 eV
ΔE to the lowest compared entry with this formula, charge and spin ... 299.3 kJ/mol
Highest occupied orbital energy ... -9.31 eV

Mulliken atomic charge list, values in e, 6 entries:
1 C -0.841
2 N -0.473
3 C 0.641
4 N -0.177
5 N -0.249
6 N -0.155

(4)
Here is a cluster of 2 separate species, C3H3ClO2 in total from OMol25. Energies are from ωB97M-V with the def2-TZVPD basis set.

```
9
Properties=species:S:1:pos:R:3
C 0.6645 1.0543 1.4515
C 1.8158 0.4034 1.3272
O 2.7955 -0.2698 1.2271
H 0.0371 1.4819 2.3141
H 0.0063 1.2201 0.5606
O -1.1203 -0.2504 -0.6466
C -1.4171 -0.8112 -1.6638
Cl -0.6486 -2.3167 -2.1681
H -2.1331 -0.5116 -2.4019
```

Results
SMILES string ... C=C=O.O=CCl
Total energy ... -726.72294 a.u.
E_LUMO ... 0.278 eV
ΔE to the lowest compared entry with this formula, charge and spin ... 149.6 kJ/mol
Highest occupied orbital energy ... -9.03 eV

Mulliken atomic charge list, values in e, 6 entries:
1 C -0.838
2 C 0.866
3 O -0.400
4 H 0.220
5 H 0.172
6 O -0.362

The highest ΔE to the lowest compared entry with this formula, charge and spin belongs to which entry?
C2H5N5

The highest ΔE to the lowest compared entry with this formula, charge and spin belongs to which entry?
C2H5N5

Which of these has the lowest ΔE to the lowest compared entry with this formula, charge and spin?
C31H32N8O6PbS3